[1]
{"formula": "C3H3Cl2O3", "method": "ωB97M-V with the def2-TZVPD basis set", "charge": -1, "elements": ["C", "C", "C", "O", "O", "O", "Cl", "Cl", "H", "H", "H"], "positions_angstrom": [[2.44, -0.43, -0.53], [-1.01, -0.73, 0.43], [-1.74, 0.30, -0.02], [1.58, -0.64, -1.33], [3.42, -0.73, 0.01], [-1.24, 1.56, -0.16], [-3.41, 0.32, -0.38], [1.67, 1.28, 0.69], [0.01, -0.62, 0.58], [-1.49, -1.65, 0.59], [-0.23, 1.34, 0.10]], "lowdin_charge": [-0.805, -0.034, -0.907, 0.023, 0.049, -0.140, 0.667, 0.171, -0.026, 0.034, -0.032]}

***

[2]
{"formula": "C3H3Cl3N3", "method": "ωB97M-V with the def2-TZVPD basis set", "smiles": "Cl/C=N\\N=C/[NH+]=C(Cl)Cl", "charge": 1, "elements": ["Cl", "C", "N", "N", "C", "N", "C", "Cl", "Cl", "H", "H", "H"], "positions_angstrom": [[2.15, -0.71, -1.43], [2.20, 0.34, -0.05], [1.39, 0.29, 0.90], [0.41, -0.46, 1.19], [-0.76, -0.45, 0.70], [-1.13, 0.34, -0.41], [-0.66, 1.54, -0.69], [-0.78, 2.14, -2.27], [-0.09, 2.57, 0.52], [3.04, 1.01, 0.01], [-1.51, -1.12, 1.09], [-1.68, -0.14, -1.12]], "lowdin_charge": [0.674, -0.581, -0.100, 0.066, -0.127, 0.044, -1.099, 0.825, 0.886, 0.092, 0.142, 0.175]}

***

[3]
{"formula": "C3H3Cl3O", "method": "ωB97M-V with the def2-TZVPD basis set", "smiles": "O=C[C@H](Cl)C(Cl)Cl", "elements": ["O", "C", "C", "Cl", "C", "Cl", "Cl", "H", "H", "H"], "positions_angstrom": [[-0.58, -1.29, 1.34], [0.67, -1.10, 1.03], [0.71, -0.55, -0.32], [2.40, 0.06, -0.42], [-0.51, 0.31, -0.61], [-1.90, -0.70, -0.65], [-0.64, 1.85, 0.48], [1.72, -1.41, 1.50], [0.53, -1.21, -1.12], [-0.50, 0.50, -1.66]], "lowdin_charge": [-0.129, -0.239, -0.779, 0.635, -1.012, 0.725, 0.517, 0.147, 0.088, 0.047]}

***

[4]
{"formula": "C3H3Cl3OS2", "method": "ωB97M-V with the def2-TZVPD basis set", "elements": ["C", "C", "C", "O", "S", "S", "Cl", "Cl", "Cl", "H", "H", "H"], "positions_angstrom": [[0.01, -0.40, -2.05], [-2.77, 0.68, 0.60], [-3.76, 0.16, -0.11], [-2.06, -0.02, 1.52], [-0.69, -1.28, -0.80], [0.26, -2.92, -0.32], [-1.85, 2.05, -0.04], [-4.47, 0.95, -1.47], [-4.40, -1.41, 0.33], [-0.44, 0.46, -2.42], [0.99, -0.47, -2.46], [-1.93, -0.99, 1.28]], "lowdin_charge": [-0.325, -0.897, -1.156, -0.112, 0.372, 0.091, 0.666, 0.632, 0.653, -0.018, 0.021, 0.072]}

***

[5]
{"formula": "C3H3ClF2", "method": "ωB97M-V with the def2-TZVPD basis set", "smiles": "C/C(F)=C(/F)Cl", "elements": ["C", "C", "F", "C", "F", "Cl", "H", "H", "H"], "positions_angstrom": [[1.16, -0.15, 0.01], [-0.16, 0.51, 0.00], [-0.16, 1.86, -0.04], [-1.38, -0.12, 0.08], [-2.36, 0.76, 0.02], [-1.78, -1.73, 0.07], [2.10, 0.37, 0.48], [1.56, -0.38, -1.02], [1.02, -1.12, 0.41]], "lowdin_charge": [-0.050, -0.327, 0.064, -0.771, 0.038, 0.787, 0.124, 0.097, 0.039]}

***

[6]
{"formula": "C3H3ClF2", "method": "ωB97M-V with the def2-TZVPD basis set", "smiles": "C=CC(F)(F)Cl", "elements": ["C", "C", "C", "F", "F", "Cl", "H", "H", "H"], "positions_angstrom": [[-2.26, -0.61, 0.08], [-1.14, -0.40, -0.61], [0.05, 0.31, -0.04], [-0.19, 0.81, 1.19], [0.39, 1.35, -0.84], [1.46, -0.77, 0.07], [-2.37, -0.25, 1.09], [-3.11, -1.11, -0.37], [-1.01, -0.74, -1.61]], "lowdin_charge": [0.057, -0.145, -0.936, 0.041, 0.042, 0.701, 0.067, 0.071, 0.102]}

***

Values for HOMO level, eV, ordered as above
-5.25; -14.15; -9.95; -9.01; -9.02; -10.79
Values for max |F|, eV/A, ordered as above
2.7; 1.9; 7.6; 3.2; 4.4; 1.1
Values for E, eV, ordered as above
-34349.4669; -45187.4283; -42771.8547; -64442.2307; -21115.6179; -21116.5561